Record 1
Entry from the OMol25 dataset: a structure of composition C38H62Br25FN3O4P3 at a distorted geometry (ωB97M-V/def2-TZVPD).

XYZ file:
```
136
Properties=species:S:1:pos:R:3:mulliken_charge:R:1
C -0.03934 3.32501 -3.04628 -0.42
C 0.64676 2.40641 -2.66463 -1.22
C 1.51642 1.32703 -2.20758 -0.82
C 1.53338 0.07414 -2.95643 -0.30
C 2.31804 -0.98165 -2.54126 1.09
P 2.19079 -2.50751 -3.58679 -0.24
P 0.26830 -3.35050 -2.94140 0.90
O 0.31940 -4.80114 -2.73408 -0.66
O -0.11289 -2.65320 -1.48578 -0.40
O -0.92923 -2.86254 -3.96810 -0.37
C 3.18284 -0.89961 -1.35909 -0.53
N 3.94505 -1.99463 -1.07007 -0.33
C 4.68097 -1.75303 0.00205 0.40
C 5.64630 -2.89104 0.43880 -0.22
C 4.95887 -3.86905 1.43211 -0.12
N 4.74414 -5.09436 1.15816 -0.72
C 4.67023 -0.53404 0.80280 -0.03
C 5.58427 -0.37820 2.05371 0.37
C 5.10422 0.87842 2.84654 -1.05
F 5.46997 -1.45145 2.93502 -0.34
N 3.91143 0.50360 0.48990 -0.28
C 3.15943 0.32369 -0.63755 -0.73
C 2.30500 1.43286 -1.05965 1.87
P 2.17017 3.06641 -0.14475 0.22
O 3.68197 3.76619 -0.30688 -0.53
Br 1.75511 2.59878 2.02569 0.03
H -0.74341 4.13915 -3.10120 0.83
H 0.91213 0.00375 -3.85804 0.41
H 3.23152 -3.40074 -3.23693 0.07
H -0.47943 -1.76160 -1.63759 0.19
H -1.66681 -2.62956 -3.37267 0.23
H 5.86477 -3.46212 -0.48907 0.21
H 6.58026 -2.45168 0.85227 0.10
H 4.65858 -3.55448 2.44949 0.47
H 5.08038 -5.22996 0.19386 0.28
H 6.62059 -0.16858 1.72241 0.21
H 4.00365 0.80495 2.96725 0.27
H 5.32132 1.82504 2.32346 0.26
H 5.50945 0.87042 3.88052 0.21
H 4.07015 3.82957 0.58211 0.31
Br 1.32862 5.99157 3.58985 -0.15
C -0.55677 6.38868 3.29510 -0.61
C -1.42544 5.68875 4.30196 -0.52
Br -1.59570 3.80182 3.85764 0.01
H -0.78353 6.10611 2.27028 0.35
H -0.63905 7.46976 3.39609 0.40
H -2.44034 6.08363 4.27960 0.20
H -1.04251 5.74724 5.31755 0.37
Br -1.76796 -2.49081 3.84794 -0.15
C -2.11120 -0.65861 4.40674 -0.44
C -2.89611 0.09644 3.36563 -0.32
Br -1.76552 0.62023 1.87020 0.01
H -1.14567 -0.20741 4.62312 0.09
H -2.68289 -0.74475 5.32969 0.42
H -3.27591 1.03186 3.77712 -0.06
H -3.72252 -0.47632 2.95273 0.43
Br -5.04432 5.34316 3.21916 -0.13
C -5.22398 3.93596 4.55178 -0.34
C -5.81955 4.46276 5.82977 -0.56
Br -4.50596 5.46330 6.86360 -0.14
H -4.23667 3.50197 4.68675 0.01
H -5.88285 3.19677 4.09753 0.38
H -6.12536 3.64175 6.47642 0.37
H -6.66481 5.12554 5.66641 0.39
Br 7.68233 -5.98793 -1.58513 -0.14
C 8.94224 -6.40125 -0.15759 -0.57
C 8.40981 -5.97563 1.18441 -0.62
Br 8.55591 -4.04938 1.42752 -0.07
H 9.88195 -5.92112 -0.41655 0.37
H 9.06848 -7.48214 -0.19378 0.35
H 9.00359 -6.40933 1.98754 0.36
H 7.36337 -6.23335 1.33238 0.38
Br 0.85756 4.76998 -4.94753 -0.05
C 0.38966 6.16203 -6.23763 -0.67
C 0.32020 5.61116 -7.63797 -0.30
Br 2.09736 5.32907 -8.38148 -0.13
H 1.12240 6.95735 -6.12689 0.39
H -0.58673 6.52670 -5.92126 0.32
H -0.15833 6.32385 -8.30839 0.37
H -0.20048 4.65857 -7.69528 0.03
Br 1.04436 1.75284 6.22820 -0.02
C 2.27040 3.09512 6.92401 -0.52
C 3.31505 3.45392 5.90281 -0.29
Br 4.67893 2.06901 5.77396 -0.05
H 2.68884 2.69782 7.84462 0.21
H 1.64731 3.95794 7.15655 0.35
H 3.85113 4.35494 6.19840 0.42
H 2.90599 3.59057 4.90537 -0.04
Br 2.19879 -1.77320 5.84703 -0.09
C 3.45968 -2.21771 7.26161 -0.60
C 2.92766 -1.82629 8.61560 -0.54
Br 3.07383 0.09377 8.90998 -0.13
H 4.39907 -1.73031 7.01386 0.33
H 3.58742 -3.29735 7.19831 0.34
H 3.52235 -2.27945 9.40736 0.34
H 1.88289 -2.08963 8.75580 0.36
Br 2.70829 1.53726 -5.13909 -0.02
C 2.84020 0.75556 -6.91902 -0.28
C 3.51688 -0.58846 -6.87990 -0.16
Br 5.44479 -0.40833 -6.66961 -0.16
H 3.35742 1.47885 -7.54449 0.45
H 1.81106 0.65403 -7.26195 -0.13
H 3.38144 -1.11277 -7.82478 0.43
H 3.16723 -1.21876 -6.06558 -0.06
Br -1.60898 1.01898 -2.11350 0.02
C -3.51908 1.32654 -2.32332 -0.33
C -4.31275 0.58027 -1.28324 -0.34
Br -4.43104 -1.31617 -1.71148 -0.11
H -3.77081 1.05052 -3.34583 -0.07
H -3.64684 2.40270 -2.20600 0.46
H -5.34364 0.93255 -1.26055 0.42
H -3.88648 0.65275 -0.28530 0.03
Br -7.71196 -3.54401 -0.14864 -0.14
C -7.55532 -4.29715 -1.93909 -0.30
C -6.78159 -5.58891 -1.92671 -0.59
Br -4.86949 -5.27003 -1.74872 -0.13
H -7.10226 -3.53205 -2.56467 0.37
H -8.58053 -4.46789 -2.26565 0.06
H -6.89560 -6.11175 -2.87496 0.36
H -7.06874 -6.25142 -1.11476 0.36
Br -11.22787 -6.88866 -0.87603 -0.12
C -11.62075 -5.06819 -0.30636 -0.38
C -12.48606 -4.35152 -1.31010 -0.56
Br -11.45093 -3.79057 -2.85998 -0.14
H -10.66508 -4.57685 -0.13801 0.13
H -12.14315 -5.17360 0.64320 0.36
H -12.88358 -3.43167 -0.88409 0.34
H -13.30685 -4.95901 -1.68126 0.38
Br -3.92578 1.51989 -5.84006 -0.13
C -2.14582 1.96051 -6.50480 -0.16
C -1.52208 0.79155 -7.22124 -0.56
Br -0.86855 -0.55260 -5.97674 -0.02
H -1.56491 2.30290 -5.65016 -0.06
H -2.29674 2.79139 -7.19317 0.35
H -0.64407 1.11287 -7.78085 0.27
H -2.21172 0.28654 -7.89231 0.42
```

Total energy in hartree: -67424.681334
HOMO-LUMO gap in eV: 7.53
HOMO in eV: -8.3



Record 2
Entry from the OMol25 dataset: a cluster of 2 separate species, C7H15ClSi in total at a distorted geometry (ωB97M-V/def2-TZVPD).

XYZ file:
```
24
Properties=species:S:1:pos:R:3:mulliken_charge:R:1
C -2.36844 0.58618 2.04523 -0.77
C -1.66639 -0.54904 1.89800 -0.13
C 0.77710 1.29169 -0.99268 -1.70
C 1.17433 -1.07806 -1.56227 -1.98
C -1.30004 -0.26399 -1.45074 -1.57
C 1.51257 -0.67396 2.08021 -1.01
C 0.14921 -0.09400 -0.89541 1.64
Si -0.04122 -0.38186 1.03100 0.03
Cl -0.12575 -3.54897 0.39667 -0.59
H -3.34298 0.69441 2.39391 0.30
H -2.03207 1.48758 1.76518 0.28
H -2.04232 -1.41397 2.30997 0.48
H -0.02421 2.13139 -1.05241 0.36
H 1.51279 1.51072 -0.28231 0.46
H 1.28964 1.53769 -1.95038 0.37
H 2.06146 -0.77536 -1.20244 0.55
H 1.15306 -0.98035 -2.54189 0.58
H 0.80695 -2.01415 -1.29349 0.44
H -1.99941 -0.98407 -0.82554 0.26
H -1.85224 0.61327 -1.51463 0.49
H -1.28103 -0.55301 -2.45614 0.45
H 1.22513 -1.38832 2.82531 0.36
H 2.26134 -1.00669 1.43030 0.33
H 1.97416 0.13930 2.70240 0.38
```

Energy above the lowest of the compared OMol25 structures with the same formula, charge and spin in eV: 3.1197
Total energy in hartree: -1025.284301
HOMO-LUMO gap in eV: 7.30
HOMO in eV: -8.4



Record 3
Entry from the OMol25 dataset: a structure of composition C15H14IN3O7SSeV at a distorted geometry (ωB97M-V/def2-TZVPD).

XYZ file:
```
43
Properties=species:S:1:pos:R:3:mulliken_charge:R:1
V -0.73620 -0.27550 0.78750 0.04
C 3.09770 -0.39830 -0.87380 -1.02
C 3.92630 -0.37760 0.23940 -0.58
C 3.35950 -0.23050 1.49190 -0.89
C 1.97600 -0.10570 1.60810 0.50
N 1.19420 -0.15520 0.51520 1.04
C 1.73000 -0.29650 -0.68740 -0.31
C 1.22090 0.12820 2.83620 0.96
C 1.74920 0.19890 4.12560 -0.84
C 0.90320 0.42370 5.19820 -0.66
C -0.46140 0.56910 4.99460 -0.89
C -0.99560 0.48500 3.71190 -0.24
C -0.16340 0.26290 2.62980 0.69
H 3.50600 -0.49550 -1.86610 0.46
H 4.99790 -0.46550 0.13130 0.44
H 3.97100 -0.20690 2.37850 0.44
H 1.03670 -0.33190 -1.52080 0.53
H 2.80520 0.05470 4.29540 0.40
H 1.30750 0.46940 6.19810 0.41
H -1.11810 0.72920 5.83770 0.44
H -2.06600 0.58790 3.55540 0.44
I -1.57330 5.10970 -2.34990 0.11
C -0.37620 3.98490 -1.07960 -0.57
C -0.40060 4.01150 0.29570 -0.32
N 0.56480 3.16420 0.69740 0.05
N 1.18160 2.57760 -0.33050 -0.44
C 0.63120 3.07450 -1.42170 -0.13
H -1.03300 4.54310 0.97720 0.51
H 0.76490 2.86770 1.64240 0.26
H 0.96190 2.78870 -2.40050 0.50
C -2.08980 -3.65780 0.25970 -0.99
S -0.62030 -2.65730 0.06380 1.42
O 0.55350 -3.46500 -0.09080 -0.65
O -0.85370 -1.72030 -1.01920 -0.64
O -0.50480 -1.88330 1.36100 -0.35
H -2.29890 -4.09110 -0.70980 0.40
H -2.87930 -2.98010 0.56750 0.29
H -1.89560 -4.41420 1.00910 0.35
O -2.82960 -0.50110 1.03780 -0.55
Se -2.84530 1.01190 0.47930 1.10
O -3.18930 2.06680 1.57940 -0.65
O -1.12450 1.17110 0.23350 -0.37
O -3.54690 1.19440 -0.89300 -0.68
```

Expectation value of S²: 0.756
Energy above the lowest of the compared OMol25 structures with the same formula, charge and spin in eV: 2.3663
Total energy in hartree: -5312.146288
HOMO-LUMO gap (spin up / spin down) in eV: 7.39 / 7.61
HOMO (spin up / spin down) in eV: -8.6 / -8.6
2S+1: 2



Record 4
Entry from the OMol25 dataset: a cluster of 3 separate species, C3H13NO2S2 in total at a distorted geometry (ωB97M-V/def2-TZVPD).

XYZ file:
```
21
Properties=species:S:1:pos:R:3:mulliken_charge:R:1
C 1.85998 -0.26702 -0.38194 -1.02
N 0.69111 0.54671 -0.23479 -0.29
C 0.18959 0.74577 1.12103 -0.86
C -0.27618 -0.56215 1.78984 -0.48
S -1.74787 -0.34436 2.86251 -0.07
S -1.14348 1.05944 4.23009 -0.22
H 2.76947 0.26035 -0.67491 0.26
H 1.75594 -1.23794 -0.83937 0.45
H 2.18494 -0.71906 0.57904 0.30
H -0.12025 0.21307 -0.74023 0.21
H 1.05564 1.03153 1.70778 0.38
H -0.63329 1.44814 1.18536 0.49
H 0.46925 -1.00001 2.45703 0.38
H -0.62054 -1.31939 1.07568 0.31
H -1.19604 2.20627 3.53034 0.15
O -2.65224 0.48345 -2.35610 -0.65
H -3.29505 -0.22535 -2.26762 0.32
H -2.13973 0.30164 -3.15056 0.32
O 0.72233 -1.00482 -3.60433 -0.65
H 1.65012 -0.74426 -3.59523 0.33
H 0.47629 -0.87201 -2.69362 0.34
```

Energy above the lowest of the compared OMol25 structures with the same formula, charge and spin in eV: 1.2393
Total energy in hartree: -1123.668770
HOMO-LUMO gap in eV: 9.30
Structure (SMILES): CNCCSS.O.O
HOMO in eV: -8.8



Record 5
Entry from the OMol25 dataset: a cluster of 9 separate species, C36H86N4O9 in total at a distorted geometry (ωB97M-V/def2-TZVPD).

XYZ file:
```
135
Properties=species:S:1:pos:R:3:mulliken_charge:R:1
C 3.53493 2.56324 2.65112 -1.93
C 2.01261 2.31082 2.70628 2.18
C 1.47336 2.38067 1.29331 -0.92
C 1.77503 0.90514 3.25106 -1.45
C 1.90413 0.78245 4.77922 -0.66
C 1.04409 1.82844 5.43748 -1.49
C 1.33554 3.26552 4.96766 1.70
C 0.20124 4.13278 5.56679 -1.73
C 2.66404 3.72774 5.57026 -1.95
N 1.30673 3.27471 3.52730 0.95
O 1.46710 4.59032 3.01814 -0.57
H 4.04339 1.90641 1.94508 0.30
H 3.75310 3.58987 2.33882 0.50
H 3.97937 2.48671 3.64336 0.36
H 2.10749 1.82915 0.60596 -0.87
H 0.44804 1.99794 1.28747 -0.24
H 1.33565 3.37440 0.86492 0.82
H 0.80283 0.53676 2.89937 0.52
H 2.49418 0.23295 2.76792 0.50
H 1.55133 -0.22498 5.01142 0.25
H 2.96576 0.85039 5.02059 0.34
H 1.25846 1.82560 6.51273 0.42
H -0.00591 1.57461 5.29629 0.40
H 0.52678 4.70500 6.43178 0.36
H -0.68950 3.56911 5.83546 0.39
H -0.09388 4.88103 4.82582 0.29
H 2.58473 4.07876 6.60302 0.50
H 3.12591 4.56028 5.03606 0.33
H 3.40674 2.92553 5.62875 0.34
H 0.56906 4.84903 2.79164 0.32
C -4.62937 4.03443 -4.88591 -2.02
C -4.34971 2.61180 -4.39706 1.79
C -3.20606 2.07304 -5.25649 -1.71
C -3.89632 2.67751 -2.93487 -1.49
C -3.97874 1.36986 -2.17039 1.81
C -5.32939 0.70443 -2.38753 -1.23
C -5.69394 0.53010 -3.85238 1.96
C -4.76348 -0.52199 -4.48138 -1.38
C -7.13412 0.04851 -3.92910 -2.18
N -5.60671 1.86339 -4.44330 0.17
O -6.11248 1.85689 -5.77738 -0.49
H -4.87058 4.00998 -5.95164 0.44
H -5.47392 4.48924 -4.37006 0.46
H -3.71582 4.62697 -4.83487 0.39
H -2.39622 2.80657 -5.21890 0.47
H -2.75463 1.16068 -4.86163 0.34
H -3.44856 1.87808 -6.30051 0.31
H -2.84923 2.99953 -2.90786 0.28
H -4.42244 3.49963 -2.44226 0.41
H -3.19627 0.67374 -2.48719 -1.31
H -3.76765 1.50523 -1.10945 0.29
H -6.11271 1.21788 -1.81873 0.35
H -5.33356 -0.28100 -1.89641 0.18
H -4.60368 -0.36922 -5.54899 0.31
H -5.18659 -1.51839 -4.33234 0.40
H -3.76670 -0.52409 -4.04773 0.05
H -7.30024 -0.82988 -3.30875 0.44
H -7.39441 -0.18884 -4.96183 0.43
H -7.78740 0.86071 -3.60116 0.45
H -6.98015 2.25788 -5.67363 0.35
C 5.94821 0.67630 -4.65198 -1.63
C 5.07880 -0.49369 -4.15503 1.37
C 4.54679 -1.34158 -5.30996 -1.86
C 5.91678 -1.37225 -3.21405 -1.12
C 6.02491 -0.79481 -1.81309 -0.91
C 4.62202 -0.72205 -1.21576 -1.15
C 3.69214 0.20002 -2.00736 1.63
C 2.26073 -0.20992 -1.66474 -1.82
C 3.90781 1.66650 -1.59260 -1.33
N 3.91979 0.00320 -3.42665 0.54
O 3.03152 0.73081 -4.23985 -0.47
H 5.44419 1.21010 -5.46262 0.36
H 6.04816 1.39949 -3.83814 0.37
H 6.94647 0.40319 -4.99030 0.38
H 5.38179 -1.81632 -5.83234 0.40
H 3.83417 -2.05204 -4.90074 0.42
H 4.05881 -0.69829 -6.04036 0.36
H 5.49654 -2.38055 -3.18987 0.36
H 6.94397 -1.42573 -3.58405 0.47
H 6.66058 -1.35485 -1.12789 0.42
H 6.42781 0.22205 -1.86465 0.32
H 4.67167 -0.34717 -0.18666 0.27
H 4.22300 -1.73663 -1.12379 0.46
H 2.07731 -0.22054 -0.58590 0.02
H 2.06213 -1.22587 -2.00973 0.57
H 1.54146 0.45886 -2.14379 0.45
H 4.90822 2.01607 -1.83428 0.35
H 3.73735 1.76371 -0.51858 -0.10
H 3.08976 2.27411 -1.99350 0.53
H 3.25438 1.66135 -4.09452 0.36
C 0.95466 -3.28012 1.14405 -2.24
C 0.20541 -3.42966 2.47486 2.30
C 0.90419 -2.54521 3.51803 -1.22
C -1.19993 -2.91267 2.19489 -0.87
C -2.20015 -3.25407 3.28112 -0.65
C -2.25519 -4.78569 3.37617 -1.32
C -0.89949 -5.41724 3.66158 1.45
C -0.60353 -5.20440 5.17005 -1.60
C -1.00362 -6.92536 3.41876 -1.92
N 0.12174 -4.82771 2.83172 0.29
O 1.36033 -5.47077 2.90922 -0.47
H 1.95560 -3.71209 1.16778 0.45
H 0.43906 -3.83492 0.35294 0.52
H 0.96350 -2.23812 0.82188 0.30
H 1.76348 -3.06566 3.95881 0.37
H 1.26423 -1.59993 3.11781 -0.30
H 0.25620 -2.35381 4.37881 0.37
H -1.24027 -1.84775 1.96011 -0.21
H -1.51855 -3.44651 1.29291 0.57
H -1.92904 -2.83630 4.25380 0.31
H -3.20148 -2.88023 3.05309 0.31
H -2.72862 -5.16393 2.46456 0.32
H -2.95154 -5.01626 4.18917 0.48
H 0.37609 -5.64058 5.39625 0.37
H -1.34491 -5.71400 5.78194 0.44
H -0.53173 -4.14792 5.41968 0.33
H -0.07198 -7.42036 3.69612 0.37
H -1.07908 -7.08321 2.33915 0.46
H -1.84308 -7.35556 3.95693 0.39
H 1.73401 -5.26241 3.77950 0.36
O -1.50114 -1.73204 -2.69213 -0.62
H -2.01746 -2.52757 -2.53632 0.25
H -2.14561 -1.01782 -2.67751 0.11
O -0.69214 3.40216 -1.07300 -0.69
H -0.65585 2.72183 -0.39108 0.19
H -0.40341 2.94312 -1.86659 0.31
O -3.44135 -1.10946 0.35123 -0.62
H -3.71097 -1.10896 1.27531 0.22
H -4.03167 -1.73534 -0.07678 0.24
O -2.08708 2.26704 2.31809 -0.65
H -2.20935 2.98508 1.69030 0.38
H -1.51064 1.64935 1.85389 0.03
O -1.25771 0.53917 -0.08329 0.83
H -0.69645 0.23304 -0.80358 0.01
H -1.91406 -0.16362 0.03715 -0.23
```

Energy above the lowest of the compared OMol25 structures with the same formula, charge and spin in eV: 0.4244
Total energy in hartree: -2319.270713
HOMO-LUMO gap in eV: 7.85
Structure (SMILES): CC1(C)CCCC(C)(C)N1O.CC1(C)CCCC(C)(C)N1O.CC1(C)CCCC(C)(C)N1O.CC1(C)CCCC(C)(C)N1O.O.O.O.O.O
HOMO in eV: -7.9



Record 6
Entry from the OMol25 dataset: the molecule C7H12O2SSi at a distorted geometry (ωB97M-V/def2-TZVPD).

XYZ file:
```
23
Properties=species:S:1:pos:R:3:mulliken_charge:R:1
C 0.60013 -1.95663 -1.15759 -1.11
Si 0.56398 -0.37788 -0.02686 0.48
C 0.76857 -0.69057 1.87761 -1.01
C 1.68783 1.08858 -0.61924 -0.89
C -1.19475 0.17127 -0.31256 -0.03
C -1.87446 1.83472 0.23100 -0.51
C -3.27510 1.71020 0.33813 -0.39
C -3.81011 0.46854 0.01800 -0.45
S -2.58084 -0.78296 -0.16235 1.02
O -2.90281 -1.45505 -1.42976 -0.64
O -2.42921 -1.56232 1.06064 -0.58
H 1.53319 -1.79628 -1.64153 0.34
H 0.55427 -3.01622 -0.68498 0.29
H -0.28270 -2.03544 -1.79749 0.38
H 0.09843 -0.02132 2.55135 0.28
H 0.22637 -1.58931 1.83965 0.29
H 1.75495 -0.78025 2.29074 0.41
H 0.99427 1.85493 -0.19069 0.12
H 2.70896 1.20332 -0.22662 0.35
H 1.68524 1.19506 -1.70045 0.31
H -1.23291 2.59692 0.35372 0.50
H -3.85591 2.50707 0.66248 0.43
H -4.78416 0.05072 0.19018 0.41
```

Energy above the lowest of the compared OMol25 structures with the same formula, charge and spin in eV: 3.6480
Total energy in hartree: -1111.900086
HOMO-LUMO gap (spin up / spin down) in eV: 7.58 / 7.85
Structure (SMILES): C[Si](C)(C)C1=CC=CS1(=O)=O
HOMO (spin up / spin down) in eV: -9.0 / -9.2